# 1
57
Properties=species:S:1:pos:R:3:forces:R:3 method="wB97M-V/def2-TZVPD" total_charge=-1 energy_ev=-51814.2041 e_lumo_ev=2.7 de_lowest_kcal_mol=0.0
C 3.8277 -3.0980 3.2550 -0.1 0.0 0.0
O 4.1527 -1.7468 3.4776 0.1 -0.1 0.1
C 5.0955 -1.2468 2.5484 0.0 0.0 0.0
C 4.5560 -1.1453 1.1208 0.2 -0.1 0.0
C 5.1556 0.0246 0.3451 0.2 -0.1 -0.2
C 4.4607 0.3157 -0.9919 -0.1 -0.3 0.2
C 2.9328 0.3861 -0.9042 0.1 0.2 -0.1
C 2.3028 1.3215 -1.9338 -0.1 0.1 0.1
C 0.7827 1.4422 -1.7412 0.0 0.0 0.0
C -0.0421 0.5393 -2.6788 -0.1 0.0 0.4
C -1.2061 -0.1538 -1.9546 0.2 0.4 -0.3
C -2.3187 0.8362 -1.5752 0.0 -0.2 -0.1
P -3.3656 0.5368 0.0202 -0.1 0.0 0.2
C -3.2661 -1.3779 -0.1190 -0.1 -0.2 0.1
C -4.1859 -2.0671 0.8475 0.1 -0.1 -0.1
F -3.8964 -3.4600 0.9016 0.0 -0.1 0.0
C -5.0298 0.5919 -1.0252 0.2 0.3 0.3
O -5.7388 -0.3223 -1.3574 -0.1 -0.3 -0.3
N -5.4109 1.9193 -1.5135 -0.5 -0.4 0.4
C -5.6636 2.9045 -0.5492 0.4 -0.3 0.0
O -5.5406 4.0730 -0.6550 -0.2 0.4 -0.1
F -6.1702 2.3832 0.6059 0.2 0.1 -0.2
P -1.4804 0.6242 1.3356 0.1 0.0 -0.3
O -2.1675 0.1933 2.8018 0.0 -0.1 -0.1
O -1.3040 2.2611 1.4859 0.2 0.1 0.4
H 3.1581 -3.2239 2.3977 0.1 0.0 0.0
H 4.7314 -3.7007 3.0958 0.0 0.0 0.0
H 3.3122 -3.4615 4.1421 0.0 0.0 0.0
H 5.3714 -0.2605 2.9251 0.0 0.0 0.0
H 5.9916 -1.8839 2.5822 0.1 0.1 0.0
H 3.4677 -1.0844 1.1749 0.0 0.2 0.0
H 4.8020 -2.0675 0.5838 -0.2 0.0 -0.1
H 6.1988 -0.2277 0.1196 0.1 0.1 0.1
H 5.1998 0.9241 0.9672 -0.3 0.0 0.0
H 4.7428 -0.4873 -1.6806 0.0 0.1 -0.2
H 4.8518 1.2545 -1.3922 0.0 0.0 -0.1
H 2.5127 -0.6160 -1.0315 -0.1 0.0 0.1
H 2.6342 0.7363 0.0890 0.0 0.0 0.0
H 2.7701 2.3068 -1.8343 0.0 0.0 0.0
H 2.5258 0.9682 -2.9469 0.0 0.1 0.0
H 0.5502 1.1739 -0.7061 0.0 0.0 0.0
H 0.4792 2.4855 -1.8402 0.0 0.0 -0.1
H 0.6241 -0.2275 -3.0898 0.0 0.0 -0.1
H -0.4502 1.1388 -3.4981 0.1 -0.1 -0.2
H -1.5977 -0.9221 -2.6261 -0.1 -0.1 0.2
H -0.7877 -0.6383 -1.0704 -0.1 -0.1 0.0
H -3.0359 0.8628 -2.4045 0.0 0.2 0.0
H -1.9086 1.8482 -1.4924 0.0 0.0 0.1
H -4.2033 0.4013 1.2295 0.0 0.0 -0.1
H -3.5048 2.0136 0.1557 0.0 0.0 -0.1
H -3.4901 -1.7000 -1.1387 0.0 0.1 0.0
H -2.2546 -1.7262 0.1162 0.1 0.1 0.0
H -5.2294 -1.9916 0.5476 0.0 0.1 0.1
H -4.0469 -1.6967 1.8622 -0.1 0.1 0.0
H -6.2648 1.7545 -2.0482 0.1 0.3 -0.2
H -1.5324 -0.3823 3.2353 0.0 0.1 0.2
H -2.0973 2.6945 1.8298 -0.2 0.0 -0.3

***

# 2
54
Properties=species:S:1:pos:R:3:forces:R:3 method="wB97M-V/def2-TZVPD" s2=6.12 total_charge=+2 energy_ev=-68065.3602 e_lumo_ev="-6.0 / -7.3" spin_multiplicity=5
Ho -0.4040 -1.0620 0.1732 -1.0 -0.7 2.6
P -1.8721 1.1244 1.5450 -0.9 0.6 0.1
C -2.6340 1.4145 -0.0171 -0.2 -1.6 -0.7
C -1.8704 1.4861 -1.2071 0.5 0.1 -1.4
N -0.6864 0.7691 -1.3904 0.6 1.7 -1.3
C 0.0938 1.1451 -2.4757 -0.3 -0.1 0.2
C -0.2636 2.1468 -3.3573 0.7 -0.3 -0.3
C -1.4970 2.7727 -3.2373 -0.8 -0.2 0.5
C -2.3453 2.3833 -2.2076 1.1 -0.1 -0.4
C 1.4840 0.5450 -2.8034 0.4 -1.9 0.4
P 1.7357 -1.2421 -2.3012 -2.3 2.3 1.7
H -3.3164 2.8316 -2.0855 -0.1 0.1 0.1
H 0.4531 2.3840 -4.1621 -0.6 0.1 0.5
H -1.7870 3.5441 -3.9382 -0.1 0.0 0.0
H 1.6103 0.3287 -3.8937 0.2 1.6 0.6
H 2.3129 1.0621 -2.2402 -0.7 -0.1 -1.1
H -3.2660 -0.7606 -0.3692 -0.2 1.0 0.2
H -3.6992 1.3597 -0.1720 -0.4 0.5 0.2
H -0.9624 -4.5463 -1.5900 0.4 0.8 0.9
O -2.8546 -1.4996 0.0805 -0.9 -2.3 -2.0
H -3.1898 -2.2223 -0.5553 0.8 0.9 1.7
H 0.6130 -0.9736 -1.3812 2.2 -1.0 -1.7
O -0.6841 -3.9490 -0.8498 -0.4 -0.3 -0.8
H -0.9826 -4.4152 -0.0597 0.1 -0.2 0.1
C 1.1119 -2.3502 -3.5389 0.4 0.1 0.5
H 1.7373 -2.0462 -4.3926 -0.5 -0.8 -0.3
H 1.2668 -3.3709 -3.1655 0.1 0.1 -0.5
H 0.0424 -2.1688 -3.6666 0.2 0.1 -0.3
C 3.4322 -1.5111 -1.8383 0.7 -0.4 0.2
H 3.5656 -2.3873 -1.1344 -0.1 1.0 -0.9
H 3.8648 -1.7530 -2.8575 0.1 0.3 1.2
H 3.8648 -0.5610 -1.4044 -0.4 -1.2 -0.5
C -1.5052 2.9313 1.7087 0.5 0.1 0.4
H -2.4151 3.4618 2.0279 0.4 -0.2 0.0
H -0.6856 3.0774 2.4156 -0.2 0.3 0.0
H -1.2218 3.3077 0.7129 0.1 -0.1 0.5
C -3.3477 0.8176 2.6130 0.2 0.0 0.3
H -3.0012 0.4615 3.5924 -0.1 0.1 -0.2
H -3.9394 1.7302 2.7694 0.2 -0.2 -0.1
H -3.9966 0.0415 2.1827 0.3 0.2 0.1
C 2.8135 -1.4162 3.0794 0.3 -0.3 0.1
C 1.6888 -0.4179 2.8592 -0.2 -0.1 -0.3
C 0.7603 -0.4256 4.0655 -0.3 -0.1 0.2
C 2.2792 0.9729 2.6798 0.1 0.3 -0.1
O 0.9476 -0.7966 1.6805 0.6 0.2 0.5
H 3.3970 -1.1904 3.9862 -0.2 0.0 -0.3
H 3.4994 -1.4147 2.2278 0.0 0.1 0.0
H 2.4143 -2.4301 3.1718 0.0 0.1 0.1
H 1.2982 -0.1803 4.9955 -0.2 -0.1 -0.4
H -0.0560 0.2949 3.9393 0.1 0.0 0.0
H 0.3015 -1.4118 4.1854 0.1 0.0 0.0
H 2.9577 0.9915 1.8223 0.0 0.0 0.0
H 1.4959 1.7152 2.4940 0.0 -0.1 0.1
H 2.8487 1.2916 3.5681 -0.2 -0.2 -0.3

***

# 3
53
Properties=species:S:1:pos:R:3:forces:R:3 method="wB97M-V/def2-TZVPD" total_charge=+2 energy_ev=-49451.8364 e_lumo_ev="-9.3 / -9.4"
Mo 0.3071 0.1491 -0.1262 0.7 0.1 -0.5
Si -0.6914 -1.2431 1.6669 -1.3 -2.5 1.8
P -1.2731 -0.8629 -1.7674 -2.5 -1.7 -0.9
N -0.8444 1.4754 0.2057 1.2 -0.2 -1.0
H 3.6265 -1.4759 -0.2436 -0.6 0.0 -0.2
C -1.0467 -0.5024 -3.5778 0.9 0.7 0.3
H -1.8387 -0.9615 -4.1971 0.2 0.1 0.7
H -0.0638 -0.8857 -3.9001 -0.4 0.1 0.1
H -1.0559 0.5909 -3.7251 0.0 -0.4 -0.1
C -1.3778 -2.7100 -1.7716 0.5 0.2 0.5
H -2.0626 -3.0823 -2.5542 0.3 0.4 0.3
H -1.7314 -3.0441 -0.7820 0.1 0.1 -0.4
H -0.3686 -3.1228 -1.9368 -0.4 0.1 0.0
C -3.0195 -0.3446 -1.4844 0.3 0.2 0.3
H -3.7191 -0.8911 -2.1407 0.4 0.2 0.2
H -3.1008 0.7389 -1.6704 0.0 -0.4 0.0
H -3.2684 -0.5323 -0.4272 0.0 0.0 -0.4
C 0.1869 -2.9432 1.8431 0.3 0.4 -0.5
H 1.2790 -2.8146 1.9496 -0.4 -0.1 0.0
H 0.0182 -3.5712 0.9503 0.0 0.2 0.4
H -0.1807 -3.4950 2.7283 0.0 0.4 -0.4
H -0.6654 -0.6507 3.0622 0.1 0.2 -0.7
H -2.1597 -1.5853 1.5068 0.5 0.5 -0.4
C -1.6901 2.5078 0.5008 -0.5 0.4 0.2
C -2.4541 4.8065 0.1703 0.3 -0.2 -0.1
C -1.5786 3.7644 -0.1510 0.0 0.2 0.0
C -2.7050 2.3344 1.4800 -0.1 0.1 0.0
C -3.5715 3.3851 1.7905 0.1 -0.2 0.0
C -3.4538 4.6258 1.1405 0.3 -0.4 -0.1
H -2.3563 5.7709 -0.3407 0.0 -0.5 0.2
H -0.7957 3.8940 -0.9048 -0.3 0.0 0.3
H -2.7832 1.3632 1.9784 -0.1 0.4 -0.1
H -4.3488 3.2369 2.5486 0.4 0.1 -0.3
H -4.1361 5.4455 1.3881 0.3 -0.4 -0.1
C 2.9502 -1.5763 -1.1230 1.1 -0.6 -0.4
O 1.7447 -0.9238 -0.8299 -1.8 2.3 0.9
C 3.6263 -0.9042 -2.3255 0.4 0.1 -0.2
H 4.0822 -1.6685 -2.9802 -0.1 0.4 0.3
H 4.4185 -0.2080 -1.9979 -0.4 -0.2 -0.3
H 2.8828 -0.3407 -2.9145 0.3 -0.3 0.2
C 2.6825 -3.0671 -1.3600 -0.3 -0.2 0.0
H 2.4854 -3.2672 -2.4281 0.1 0.1 0.4
H 1.8069 -3.3937 -0.7719 0.4 0.1 -0.1
H 3.5492 -3.6683 -1.0404 -0.3 0.2 -0.2
C 2.9676 1.5977 1.7167 0.4 0.8 -2.6
S 1.5040 0.5313 1.9841 2.6 1.4 1.7
C 2.0585 0.5382 3.7312 -1.7 -1.7 2.2
H 2.9833 1.8452 0.6354 0.2 0.0 0.4
H 3.9210 1.0597 1.9070 -0.9 0.3 0.2
H 2.8782 2.5743 2.2392 -0.1 -0.9 0.0
H 3.0489 0.0509 3.8594 -0.6 0.6 -0.6
H 1.9831 1.5477 4.1895 0.2 -0.5 -0.8
H 1.3503 -0.0970 4.3001 0.3 0.3 -0.2

***

# 4
67
Properties=species:S:1:pos:R:3:forces:R:3 method="wB97M-V/def2-TZVPD" energy_ev=-94658.1413 e_lumo_ev=-0.6
N 2.3931 8.7460 -0.7521 1.1 -0.8 0.4
C 3.6857 8.7375 -1.3828 -1.4 -0.4 0.5
C 4.5380 9.7832 -1.2419 1.1 0.2 -0.4
C 5.8488 9.7647 -1.8503 -0.1 -0.1 -0.2
C 6.2763 8.7075 -2.6013 0.4 0.3 0.4
S 7.8678 8.5742 -3.3991 0.0 -0.3 -0.3
C 5.3842 7.6018 -2.7391 -0.9 -1.2 -0.3
N 5.6074 6.4599 -3.4149 -0.2 0.2 0.3
S 4.3095 5.5335 -3.2445 -0.2 0.0 -0.1
N 3.3262 6.4827 -2.3508 1.2 -0.2 -0.4
C 4.0605 7.5701 -2.1406 1.0 2.0 0.2
H 2.0399 7.7891 -0.8053 -0.2 0.3 -0.2
H 2.5976 8.8582 0.2423 -0.5 0.4 -0.1
H 4.2596 10.6636 -0.6602 -0.1 -0.3 -0.2
H 6.5469 10.6011 -1.7604 -0.5 -0.1 0.2
H 8.6982 9.3932 -2.7073 -0.8 -0.1 0.2
C 2.2187 -1.3347 -3.6324 -0.2 -0.3 -0.4
O 2.3767 -0.8433 -2.2953 0.2 0.2 -0.2
P 3.1447 0.5218 -2.0589 0.2 0.1 0.0
O 3.8401 1.0673 -3.2265 0.0 0.0 0.0
O 4.0812 0.1979 -0.8165 -0.3 0.1 0.0
C 5.0881 -0.7977 -1.0145 0.2 -0.2 -0.1
O 2.0384 1.4526 -1.4246 0.1 -0.2 0.1
C 2.3539 2.8441 -1.2936 0.0 0.4 0.0
H 2.9541 -2.1186 -3.8113 0.0 0.0 0.0
H 1.2191 -1.7562 -3.7266 0.0 0.0 0.2
H 2.3390 -0.5476 -4.3743 0.1 0.0 0.1
H 5.5522 -0.6948 -1.9970 0.0 0.0 0.0
H 4.6468 -1.7908 -0.9189 0.0 0.0 0.0
H 5.8500 -0.6705 -0.2495 -0.1 0.1 0.0
H 2.1186 3.3558 -2.2261 0.1 0.0 0.0
H 3.4063 2.9916 -1.0491 0.0 0.0 0.0
H 1.7436 3.2614 -0.4961 -0.1 -0.2 0.0
C -3.7233 -2.0341 1.5903 -0.4 0.1 0.2
O -2.4955 -2.7040 1.2785 0.1 0.1 -0.2
P -1.5773 -2.1225 0.1207 0.2 0.0 0.1
O -2.1729 -1.0632 -0.6977 -0.1 0.0 0.0
O -1.1481 -3.4251 -0.6875 0.1 0.1 0.2
C -2.1940 -4.1458 -1.3406 -0.2 -0.1 -0.1
O -0.2545 -1.7357 0.8840 -0.1 -0.3 0.0
C 0.7226 -0.9693 0.1573 0.0 0.2 0.1
H -4.5510 -2.5774 1.1340 0.0 0.0 0.0
H -3.8506 -2.0369 2.6716 0.1 -0.1 0.0
H -3.7277 -1.0037 1.2391 0.1 -0.1 -0.1
H -2.9102 -3.4641 -1.8031 0.0 0.0 0.0
H -2.7080 -4.7835 -0.6197 0.0 0.0 0.0
H -1.7500 -4.7685 -2.1138 0.1 0.1 0.1
H 0.4821 0.0892 0.2344 0.0 0.0 -0.1
H 0.7571 -1.2620 -0.8851 -0.1 0.0 0.0
H 1.6978 -1.1448 0.6074 -0.1 -0.1 0.1
C -3.8194 -5.8627 2.6298 0.4 0.0 -0.2
O -5.2489 -5.8903 2.5373 -0.1 0.1 0.3
P -6.1110 -5.7597 3.8617 -0.1 0.0 -0.1
O -5.3689 -5.8437 5.1216 0.1 0.0 -0.1
O -7.2349 -6.8670 3.6741 0.0 0.2 -0.1
C -6.7948 -8.2257 3.6295 0.1 -0.3 0.0
O -6.9099 -4.4159 3.6276 0.0 -0.2 -0.1
C -7.6337 -3.8808 4.7424 -0.1 0.2 0.2
H -3.4389 -6.8820 2.5631 0.0 0.0 0.0
H -3.4305 -5.2837 1.7938 -0.1 0.0 0.0
H -3.4753 -5.4078 3.5569 -0.1 -0.1 0.0
H -6.0098 -8.4075 4.3659 0.0 0.0 0.0
H -6.4226 -8.4588 2.6310 0.0 0.0 0.0
H -7.6433 -8.8678 3.8530 -0.1 0.1 0.0
H -6.9663 -3.2679 5.3471 0.0 -0.1 0.0
H -8.0606 -4.6734 5.3570 0.0 0.0 0.0
H -8.4385 -3.2585 4.3575 0.1 -0.1 -0.1